1.
Computed, not measured: 2 unconnected molecules or ions with the total composition C3H9NO2P in a non-equilibrium geometry, with wB97M-V/def2-TZVPD.

Structure (XYZ):
```
16
Properties=species:S:1:pos:R:3:forces:R:3:nbo_charge:R:1
C -0.909 1.294 -0.014 0.3 1.3 0.1 -0.433
C -0.775 -0.901 1.045 0.2 -0.6 1.0 -0.428
C -0.045 -0.607 -1.228 2.3 0.6 0.2 0.057
N -0.968 -0.172 -0.228 -0.7 -0.1 0.0 -0.409
O 3.948 0.635 0.609 0.6 0.3 0.4 -0.895
O 1.822 0.278 -0.162 -2.6 -0.4 -0.7 -0.867
P 3.284 -0.257 -0.344 0.6 -0.6 -0.5 1.539
H -1.579 1.583 0.788 -0.1 -0.2 0.0 0.243
H 0.116 1.562 0.250 -0.2 -0.2 0.0 0.279
H -1.189 1.830 -0.920 0.0 -0.2 -0.1 0.240
H 0.226 -0.685 1.419 -0.1 0.1 -0.1 0.264
H -1.511 -0.582 1.780 0.0 0.1 -0.2 0.247
H -0.875 -1.975 0.889 0.0 0.1 -0.2 0.238
H 0.295 -1.627 -1.215 -0.2 -0.2 0.1 0.232
H 0.083 0.008 -2.103 -0.2 0.1 -0.1 0.237
H -1.923 -0.387 -0.564 0.2 0.0 0.0 0.457
```
Forces are in eV/Å.

The calculation puts the HOMO-LUMO gap (alpha / beta) at 0.3132 / 0.2588 hartree. The total charge is +1. The energy relative to the best compared isomer or geometry (same formula, charge and spin) comes out at 69.40 kcal/mol. The LUMO energy (alpha / beta) comes out at -5.73 / -6.80 eV.

=====

2.
Computed, not measured: C3H10N2 in the gas phase in a non-equilibrium geometry, with wB97M-V/def2-TZVPD.

Structure (XYZ):
```
15
Properties=species:S:1:pos:R:3:forces:R:3:nbo_charge:R:1
C 0.672 1.474 -0.803 -2.7 -0.1 -1.8 -0.627
C 0.243 0.060 -0.391 -0.2 1.0 -0.4 -0.061
N -0.931 -0.349 -1.206 0.8 -0.5 -0.5 -0.857
C -0.193 -0.055 1.065 1.7 -0.3 0.2 -0.233
N -0.398 -1.505 1.370 1.8 -1.3 2.8 -0.860
H 0.881 1.351 -1.905 0.9 0.6 1.2 0.210
H -0.255 2.082 -0.907 0.4 -0.1 0.6 0.212
H 1.337 2.000 -0.138 0.7 -0.1 -0.2 0.217
H 1.128 -0.492 -0.684 0.2 -1.0 0.7 0.162
H -0.608 -0.626 -2.168 -0.6 0.2 1.4 0.356
H -1.330 -1.163 -0.714 0.2 0.3 -0.7 0.382
H -1.130 0.505 1.073 -0.2 -0.3 0.5 0.205
H 0.543 0.458 1.777 -0.8 -0.6 -1.0 0.174
H -0.463 -1.628 2.468 -0.1 0.4 -2.9 0.362
H 0.506 -2.110 1.163 -2.2 2.0 0.3 0.358
```
Forces are in eV/Å.

The calculation puts the HOMO-LUMO gap at 0.3750 hartree. The total charge is 0. The energy relative to the best compared isomer or geometry (same formula, charge and spin) comes out at 20.35 kcal/mol. The LUMO energy comes out at 1.09 eV.

=====

3.
Computed, not measured: C2H3N3O in the gas phase in a non-equilibrium geometry, with wB97M-V/def2-TZVPD.

Structure (XYZ):
```
9
Properties=species:S:1:pos:R:3:forces:R:3:nbo_charge:R:1
O 1.753 -0.862 -0.505 -0.7 -0.4 0.8 -0.659
C 0.547 -0.403 -0.058 -0.3 0.5 0.3 0.399
C -0.434 0.030 -0.977 0.1 -0.2 0.0 -0.152
N -1.345 0.711 -0.323 -0.1 -0.6 0.2 -0.209
N -1.008 0.593 0.954 -0.3 0.4 -0.4 -0.198
N 0.153 -0.107 1.190 0.2 1.1 -1.2 -0.313
H 2.359 -1.070 0.219 -0.3 0.1 0.1 0.496
H -0.549 -0.222 -2.015 0.3 0.3 -0.2 0.221
H -1.475 1.330 1.513 1.1 -1.4 0.4 0.416
```
Forces are in eV/Å.

The calculation puts the HOMO-LUMO gap at 0.3788 hartree. The total charge is 0. The energy relative to the best compared isomer or geometry (same formula, charge and spin) comes out at 35.29 kcal/mol. The LUMO energy comes out at 0.86 eV.

=====

4.
Computed, not measured: C4H8N2 in the gas phase in a non-equilibrium geometry, with wB97M-V/def2-TZVPD.

Structure (XYZ):
```
14
Properties=species:S:1:pos:R:3:forces:R:3:nbo_charge:R:1
C -0.718 1.300 -0.613 -0.1 0.3 0.3 -0.666
C 0.088 0.350 0.216 0.1 0.5 0.3 0.192
C 1.570 0.309 0.004 0.1 0.2 0.3 -0.665
N -0.798 -1.859 0.061 -0.3 -0.9 0.2 -0.910
C -0.547 -0.729 0.859 0.1 -0.2 -0.7 0.248
N -0.653 -0.256 2.006 0.6 0.4 -1.5 -0.345
H -1.784 1.055 -0.605 0.2 0.1 0.1 0.223
H -0.374 1.275 -1.662 0.0 -0.1 0.4 0.233
H -0.574 2.317 -0.251 -0.1 0.2 -0.1 0.228
H 1.800 0.318 -1.075 -0.3 0.0 0.3 0.233
H 2.023 -0.588 0.436 -0.1 0.2 0.0 0.224
H 2.029 1.197 0.438 0.3 0.0 0.0 0.227
H -0.292 -2.684 0.333 -0.3 -0.4 0.2 0.390
H -1.770 -2.006 -0.148 -0.2 -0.4 0.2 0.390
```
Forces are in eV/Å.

The calculation puts the HOMO-LUMO gap (alpha / beta) at 0.3249 / 0.3249 hartree. The total charge is 0. The energy relative to the best compared isomer or geometry (same formula, charge and spin) comes out at 72.02 kcal/mol. The LUMO energy (alpha / beta) comes out at 0.60 / 0.60 eV.

=====

5.
Computed, not measured: a molecular structure, C45H46BrCl5N10O4Sr, with wB97M-V/def2-TZVPD.

Structure (XYZ):
```
112
Properties=species:S:1:pos:R:3:forces:R:3:mulliken_charge:R:1
Sr 0.191 -0.347 -0.230 -0.5 -0.1 -0.2 1.294
O 2.184 -3.554 2.218 0.2 -0.1 0.1 -0.713
C 1.405 -3.120 1.385 -0.1 0.0 -0.4 -0.702
N 0.362 -2.261 1.568 0.1 -0.2 0.2 0.907
C -0.176 -2.212 2.820 -0.2 0.3 0.1 -0.998
O -0.127 -3.046 3.707 0.0 -0.1 0.0 -0.721
C -0.976 -0.932 3.116 0.3 -0.4 -0.3 0.557
C -1.550 -0.771 4.369 -0.1 0.1 0.0 -0.810
C -2.236 0.402 4.632 0.0 0.0 0.0 -0.768
C -2.320 1.373 3.640 0.0 0.0 0.0 -1.013
C -1.715 1.121 2.421 -0.1 -0.1 0.2 -1.197
N -1.066 -0.016 2.157 0.1 0.4 0.1 1.481
C 1.675 -3.501 -0.074 -0.2 0.3 0.3 -0.041
C 2.427 -4.629 -0.355 0.1 -0.1 -0.1 -0.467
C 2.693 -4.933 -1.681 0.0 0.0 0.1 -0.955
C 2.222 -4.086 -2.673 0.0 0.0 0.0 -0.893
C 1.481 -2.976 -2.297 0.0 -0.1 0.0 -0.526
N 1.199 -2.699 -1.025 0.1 0.0 -0.1 1.694
H -1.437 -1.566 5.092 0.0 0.0 0.0 0.621
H -2.697 0.558 5.600 0.0 0.0 0.0 0.531
H -2.856 2.301 3.788 0.0 0.0 0.0 0.666
H -1.762 1.850 1.621 0.0 0.0 0.0 0.675
H 2.784 -5.234 0.467 0.0 0.0 0.0 0.625
H 3.266 -5.815 -1.937 0.0 0.0 0.0 0.422
H 2.422 -4.274 -3.719 0.0 0.0 0.0 0.538
H 1.102 -2.276 -3.032 0.0 0.0 0.0 0.267
C -1.923 -0.595 -5.598 0.1 0.0 0.0 -1.362
C -1.861 -1.599 -4.483 0.0 0.0 0.1 0.568
C -1.883 -2.971 -4.705 0.0 0.0 -0.1 -0.584
C -1.839 -3.849 -3.637 0.0 0.0 0.0 -0.931
C -1.743 -3.305 -2.367 0.0 0.0 0.0 0.074
Br -1.736 -4.483 -0.878 0.0 0.0 0.1 -0.106
N -1.682 -2.014 -2.115 0.0 -0.1 -0.1 0.519
C -1.769 -1.185 -3.160 0.0 0.0 0.0 -0.391
H -2.381 -1.022 -6.489 0.0 0.0 0.0 0.480
H -0.921 -0.250 -5.869 0.0 0.0 0.0 0.124
H -2.498 0.284 -5.304 0.0 0.0 0.0 0.331
H -1.954 -3.357 -5.716 0.0 0.0 0.0 0.442
H -1.881 -4.919 -3.773 0.0 0.0 0.0 0.511
H -1.765 -0.129 -2.916 0.0 0.0 0.0 0.366
Cl 0.269 3.203 -7.553 0.0 0.0 0.0 -0.211
C 0.470 2.379 -6.052 0.0 0.0 0.0 0.235
C -0.309 2.715 -4.948 0.0 0.0 0.0 0.362
Cl -1.483 3.973 -5.081 0.0 0.0 0.0 -0.207
C -0.156 2.038 -3.748 0.0 0.0 0.0 0.271
Cl -1.099 2.478 -2.358 0.1 0.0 -0.1 -0.236
C 0.758 0.963 -3.582 -0.1 0.0 0.1 -1.872
O 0.849 0.313 -2.490 0.1 0.0 -0.1 0.802
C 1.563 0.683 -4.718 0.0 0.0 0.0 0.202
Cl 2.750 -0.562 -4.545 0.0 0.0 0.0 -0.184
C 1.419 1.364 -5.916 0.0 0.0 0.0 0.191
Cl 2.413 0.951 -7.263 0.0 0.0 0.0 -0.195
C -4.385 -0.988 1.039 0.0 0.0 0.0 -1.552
C -3.176 -0.916 0.363 -0.1 0.1 -0.1 0.103
N -2.801 0.153 -0.346 0.0 -0.2 0.1 0.744
C -3.650 1.173 -0.400 0.0 0.2 0.0 -0.712
C -4.866 1.223 0.276 0.0 0.0 0.0 0.201
C -5.235 0.099 1.006 0.0 -0.1 0.0 -0.103
C -5.696 2.431 0.165 0.0 0.0 -0.1 -0.832
C -6.469 3.004 1.087 0.0 0.1 0.1 -0.735
C -6.622 2.620 2.502 -0.1 -0.1 -0.1 0.783
C -7.805 2.902 3.182 0.1 0.0 0.0 -0.660
C -7.885 2.510 4.504 0.0 0.0 0.0 -0.180
N -6.886 1.890 5.127 -0.1 0.0 0.0 -0.604
C -5.800 1.675 4.392 0.0 0.0 0.0 0.003
N -5.610 2.004 3.121 -0.1 0.2 0.2 -0.199
H -4.640 -1.882 1.593 0.0 0.0 0.0 0.537
H -2.488 -1.752 0.387 0.0 0.0 0.0 0.184
H -3.334 2.027 -0.994 0.0 0.0 0.0 0.401
H -6.178 0.078 1.537 0.0 0.0 -0.1 0.606
H -5.672 2.908 -0.811 0.0 0.0 0.0 0.431
H -7.058 3.863 0.786 0.0 0.0 0.0 0.362
H -8.627 3.403 2.690 0.0 0.0 0.0 0.418
H -8.781 2.692 5.088 0.0 0.0 0.0 0.413
H -4.974 1.175 4.886 0.0 0.0 0.0 0.278
C 5.882 -0.772 -0.901 0.0 0.0 0.0 -1.076
C 5.169 -1.895 -0.156 0.0 0.0 0.0 -0.489
N 4.603 -1.471 1.117 -0.1 0.0 0.1 0.956
C 5.209 -1.999 2.336 0.0 -0.1 -0.1 -0.870
C 6.433 -1.216 2.788 0.0 0.0 0.0 -1.201
C 3.459 -0.736 1.134 0.2 0.2 -0.1 0.419
C 2.957 -0.250 2.469 0.0 -0.1 -0.1 -1.529
N 2.800 -0.385 0.078 0.1 0.1 0.1 0.612
H 6.259 -1.131 -1.860 0.0 0.0 0.0 0.431
H 6.725 -0.396 -0.320 0.0 0.0 0.0 0.330
H 5.208 0.062 -1.096 0.0 0.0 0.0 0.120
H 5.865 -2.706 0.056 0.0 0.0 0.0 0.549
H 4.385 -2.331 -0.785 0.0 0.0 0.0 -0.043
H 5.480 -3.037 2.136 0.0 0.0 0.0 0.546
H 4.454 -2.051 3.114 0.0 0.1 0.0 0.359
H 7.217 -1.231 2.028 0.0 0.0 0.0 0.277
H 6.843 -1.647 3.702 0.0 0.0 0.0 0.436
H 6.182 -0.172 2.985 0.0 0.0 0.0 0.234
H 3.753 0.244 3.029 0.0 0.0 0.0 0.594
H 2.594 -1.085 3.066 -0.1 -0.1 0.0 0.402
H 2.147 0.456 2.300 0.0 0.0 0.0 -0.422
H 3.215 -0.738 -0.780 -0.1 0.0 0.0 -0.401
C 3.237 4.410 1.357 0.0 0.0 0.0 -1.005
N 2.065 3.563 1.496 0.0 0.0 0.0 0.272
C 1.479 3.448 2.822 0.0 0.0 0.0 -0.934
C 1.649 2.750 0.502 -0.1 -0.1 0.0 0.177
C 2.357 2.840 -0.821 0.0 0.0 0.0 -0.588
O 0.713 1.963 0.679 0.0 0.2 0.0 0.134
H 3.246 5.123 2.178 0.0 0.0 0.0 0.341
H 3.211 4.970 0.425 0.0 0.0 0.0 0.333
H 4.165 3.834 1.395 0.0 0.0 0.0 0.290
H 1.257 4.441 3.212 0.0 0.0 0.0 0.426
H 2.166 2.946 3.508 0.0 0.0 0.0 0.317
H 0.563 2.869 2.758 0.0 0.0 0.0 0.161
H 3.426 2.663 -0.699 0.0 0.0 0.0 0.413
H 2.224 3.829 -1.264 0.0 0.0 0.0 0.580
H 1.944 2.083 -1.481 0.0 0.0 0.0 -0.711
```
Forces are in eV/Å.

The calculation puts the HOMO-LUMO gap at 0.2662 hartree. The total charge is 0. The energy relative to the best compared isomer or geometry (same formula, charge and spin) comes out at 2.59 kcal/mol. The LUMO energy comes out at -0.37 eV.

=====

6.
Computed, not measured: a molecular structure, C42H56IrN6P2S2Si2 in a non-equilibrium geometry, with wB97M-V/def2-TZVPD.

Structure (XYZ):
```
111
Properties=species:S:1:pos:R:3:forces:R:3:lowdin_spin:R:1
Ir -0.383 -0.699 0.244 0.2 -0.1 -1.3 1.411
C -3.340 1.335 -1.380 0.0 -0.1 0.1 0.002
Si -1.681 2.156 -1.719 0.2 -0.1 0.0 0.021
C -1.862 3.967 -1.267 0.0 0.0 0.0 0.006
C -1.254 2.104 -3.549 -0.1 0.0 0.0 0.002
N -0.396 1.320 -0.871 -0.5 0.1 0.4 0.170
P 0.518 1.916 0.332 -0.1 -0.1 0.4 0.011
C 1.067 0.531 1.191 0.3 0.3 -0.1 -0.013
P 2.295 -0.419 0.461 -0.1 0.0 0.2 0.018
N 1.399 -1.157 -0.717 0.0 -0.3 0.3 0.177
Si 1.763 -2.587 -1.679 -0.1 0.1 -0.1 0.022
C 1.338 -4.138 -0.729 0.0 0.1 0.0 0.004
C 0.804 -2.468 -3.286 0.0 0.0 0.1 0.001
C 3.562 -2.608 -2.183 0.0 0.1 0.0 0.005
C 2.874 -1.649 1.669 0.0 -0.1 -0.1 0.004
C 3.994 -2.447 1.446 0.0 0.1 0.0 -0.001
C 4.300 -3.492 2.304 0.0 0.0 0.0 0.001
C 3.483 -3.754 3.395 0.0 0.0 0.0 -0.001
C 2.380 -2.951 3.639 0.0 0.0 0.0 0.002
C 2.081 -1.902 2.785 0.0 0.0 0.0 0.002
C 3.786 0.337 -0.203 0.0 -0.1 -0.1 0.002
C 4.945 0.493 0.554 -0.1 0.1 0.1 0.000
C 6.053 1.121 0.006 0.0 0.0 0.0 0.000
C 6.007 1.594 -1.296 0.0 0.0 0.0 0.000
C 4.853 1.447 -2.055 0.0 0.0 0.0 0.000
C 3.746 0.818 -1.511 0.0 0.0 0.0 0.002
C -0.543 2.906 1.447 0.0 0.0 -0.1 0.000
C -0.144 4.113 2.010 0.1 0.0 0.0 0.000
C -0.997 4.819 2.848 0.0 0.0 0.0 0.000
C -2.264 4.331 3.127 0.0 0.0 0.0 0.000
C -2.678 3.132 2.561 0.0 0.0 0.0 0.001
C -1.825 2.432 1.726 0.0 0.0 0.0 0.003
C 1.825 3.058 -0.158 -0.1 0.1 -0.1 0.002
C 1.822 3.654 -1.414 0.0 -0.1 0.0 0.001
C 2.835 4.530 -1.774 0.0 0.0 0.0 0.000
C 3.862 4.802 -0.883 0.0 0.0 0.0 0.000
C 3.881 4.195 0.366 0.0 0.0 0.0 0.000
C 2.864 3.329 0.731 0.0 0.0 0.0 0.000
H -3.929 1.202 -2.289 0.0 0.0 0.0 0.000
H -3.931 1.942 -0.694 0.0 0.1 0.1 0.000
H -3.194 0.356 -0.917 0.0 0.1 0.0 0.001
H -2.435 4.469 -2.048 0.0 0.0 -0.1 0.001
H -0.910 4.489 -1.178 0.1 0.0 0.0 0.000
H -2.397 4.095 -0.328 0.0 0.0 0.0 0.000
H -2.151 2.121 -4.168 0.0 0.1 -0.1 0.000
H -0.671 1.219 -3.796 0.1 -0.1 -0.1 0.000
H -0.658 2.971 -3.833 0.1 0.1 0.0 0.000
H 0.411 -3.998 -0.174 -0.1 0.0 0.0 0.002
H 2.123 -4.385 -0.013 0.0 0.0 0.1 0.000
H 1.204 -4.993 -1.390 0.0 -0.1 -0.1 0.000
H -0.144 -3.000 -3.233 -0.1 0.0 0.0 0.000
H 1.382 -2.892 -4.108 0.1 0.0 0.0 0.000
H 0.631 -1.416 -3.526 0.0 0.1 0.0 0.000
H 4.253 -2.755 -1.360 0.1 0.0 0.1 0.000
H 3.842 -1.690 -2.700 0.0 0.0 0.0 0.000
H 3.707 -3.438 -2.877 0.0 -0.1 -0.1 0.001
H 4.651 -2.240 0.613 0.0 0.0 -0.1 0.000
H 5.176 -4.098 2.122 0.0 0.0 0.0 0.000
H 3.717 -4.574 4.061 0.0 0.0 0.0 0.000
H 1.756 -3.134 4.504 0.0 0.0 0.0 0.000
H 1.244 -1.247 2.986 0.0 0.0 0.0 0.002
H 4.977 0.138 1.576 0.0 0.0 0.0 0.000
H 6.952 1.238 0.595 0.0 0.0 0.0 0.000
H 6.873 2.081 -1.723 0.0 0.0 0.0 0.000
H 4.817 1.825 -3.067 0.0 0.0 0.0 0.000
H 2.841 0.697 -2.093 0.0 0.0 0.0 0.002
H 0.832 4.524 1.785 0.0 0.0 0.0 0.000
H -0.672 5.757 3.275 0.0 0.0 0.0 0.000
H -2.930 4.887 3.771 0.0 0.0 0.0 0.000
H -3.671 2.752 2.760 0.0 0.0 0.0 0.000
H -2.170 1.511 1.270 0.0 0.0 0.0 0.004
H 1.045 3.406 -2.125 -0.1 0.0 0.0 0.001
H 2.830 4.991 -2.752 0.0 0.0 0.0 0.000
H 4.654 5.482 -1.164 0.0 0.0 0.0 0.000
H 4.693 4.394 1.053 0.0 0.0 0.0 0.000
H 2.882 2.842 1.700 0.0 0.0 0.0 0.000
C -3.181 -1.925 -5.355 0.0 0.0 0.0 0.000
C -3.071 -0.706 -4.447 0.0 0.0 0.0 0.000
N -2.410 -1.008 -3.183 0.2 -0.1 0.0 0.000
C -2.930 -1.708 -2.174 0.1 -0.1 -0.1 0.001
S -1.909 -2.338 -0.937 0.0 0.1 0.1 0.015
N -4.231 -1.983 -2.187 0.0 0.1 -0.1 0.000
C -4.992 -2.641 -1.129 0.0 -0.1 0.1 0.000
C -5.861 -1.659 -0.362 0.0 0.0 0.0 0.000
H -3.726 -1.672 -6.262 0.0 0.0 0.0 0.000
H -3.704 -2.743 -4.859 0.0 0.0 0.0 0.000
H -2.190 -2.279 -5.636 0.0 0.0 0.0 0.000
H -4.052 -0.262 -4.253 0.0 0.0 0.0 0.000
H -2.486 0.081 -4.920 0.0 -0.1 0.0 0.000
H -1.403 -0.945 -3.158 0.0 0.0 0.0 0.000
H -4.775 -1.590 -2.939 0.0 0.0 -0.1 0.000
H -4.274 -3.126 -0.471 -0.1 0.0 -0.1 0.000
H -5.596 -3.420 -1.595 0.0 0.0 0.0 0.000
H -5.249 -0.900 0.121 0.1 0.0 0.0 0.000
H -6.429 -2.187 0.403 0.0 0.0 0.0 0.000
H -6.573 -1.158 -1.018 0.0 0.0 0.0 0.000
N -2.316 -1.548 7.073 0.0 0.1 0.0 0.185
C -2.548 -2.307 5.965 0.0 -0.1 0.0 0.370
S -3.421 -3.787 6.210 0.0 0.0 0.0 0.922
C -2.140 -1.910 4.676 0.0 0.1 0.1 0.113
C -1.491 -0.674 4.427 0.0 0.0 -0.1 0.093
C -1.110 -0.338 3.156 -0.1 -0.1 0.0 0.033
N -1.348 -1.121 2.076 0.2 0.0 0.2 0.186
C -1.958 -2.309 2.301 -0.1 0.1 0.0 0.043
C -2.351 -2.729 3.540 0.0 0.0 0.0 0.107
H -2.508 -1.923 7.986 0.0 0.0 0.0 0.016
H -1.586 -0.856 7.038 0.1 0.0 0.0 0.010
H -1.273 0.035 5.211 0.0 0.0 0.0 0.008
H -0.561 0.570 2.966 0.0 0.0 0.0 0.001
H -2.137 -2.928 1.434 0.0 0.0 0.1 0.002
H -2.812 -3.702 3.628 0.0 -0.1 0.0 0.024
```
Forces are in eV/Å.

The calculation puts the HOMO-LUMO gap (alpha / beta) at 0.2668 / 0.1593 hartree. The total charge is +1. Its multiplicity is 5. Its expectation value of S² is 6.02. The energy relative to the best compared isomer or geometry (same formula, charge and spin) comes out at 0.00 kcal/mol. The LUMO energy (alpha / beta) comes out at -1.63 / -5.16 eV.